No. 1
C14H20Cl6N6 | wB97M-V/def2-TZVPD

XYZ file:
```
46
Properties=species:S:1:pos:R:3:forces:R:3
Cl -12.653 4.945 -8.596 -0.020 0.400 -0.645
C -12.795 3.440 -7.739 -0.070 -0.901 -0.328
Cl -14.479 3.083 -7.365 -0.464 -0.053 0.020
Cl -11.881 3.562 -6.262 0.450 -0.276 0.492
H -12.455 2.585 -8.358 0.034 0.747 0.416
Cl -15.666 -1.268 -8.460 0.905 -0.585 1.087
C -17.151 -0.957 -9.206 -0.817 1.220 -1.763
Cl -18.375 -2.207 -9.149 0.017 -0.370 0.277
Cl -16.770 -0.618 -10.976 -0.421 0.030 0.551
H -17.616 -0.047 -8.807 0.372 -0.387 -0.133
C -21.139 0.843 -9.133 0.507 -0.081 -1.873
C -19.954 1.107 -8.363 -1.212 -0.689 0.109
N -18.996 1.225 -7.761 1.335 0.495 0.758
H -21.491 -0.191 -9.091 0.389 0.104 0.224
H -20.788 1.077 -10.180 -0.913 -0.324 0.935
H -21.960 1.493 -8.892 -0.208 0.443 0.141
C -20.336 2.456 -14.345 2.634 0.448 -1.555
C -20.707 2.296 -12.970 0.078 0.172 -1.042
N -20.977 2.291 -11.867 -0.391 -0.081 1.296
H -19.636 1.623 -14.699 -0.996 0.993 0.675
H -19.681 3.418 -14.406 -1.329 -1.550 -0.065
H -21.171 2.492 -15.052 0.088 0.170 0.421
C -16.068 2.972 -10.946 0.024 0.501 -0.112
C -15.939 2.429 -12.295 -0.511 -2.156 -2.365
N -15.884 1.842 -13.313 0.020 1.776 2.557
H -16.327 2.189 -10.204 -0.102 0.573 -0.594
H -16.672 3.896 -10.915 -0.274 -0.775 0.029
H -15.094 3.346 -10.715 0.893 0.102 0.542
C -18.389 4.862 -6.936 0.336 -0.011 0.284
C -18.045 5.280 -8.304 -1.024 -0.185 2.333
N -17.760 5.597 -9.354 0.534 0.458 -1.866
H -19.214 5.401 -6.416 0.893 0.234 -0.695
H -17.432 4.884 -6.358 -0.975 -0.095 -0.181
H -18.772 3.853 -7.010 0.292 -0.487 0.092
C -10.250 -0.946 -8.547 1.254 1.611 1.177
C -9.760 0.400 -8.984 0.106 0.203 0.455
N -9.385 1.495 -9.048 -0.484 -1.341 -0.318
H -11.271 -0.862 -8.302 -1.339 0.275 0.269
H -9.713 -1.145 -7.602 -0.169 -0.098 -0.432
H -10.156 -1.777 -9.186 0.540 -0.613 -1.156
C -12.669 0.148 -12.211 -0.581 -0.502 -1.547
C -13.047 0.451 -10.834 0.756 0.314 0.875
N -13.247 0.709 -9.723 0.079 -0.253 -1.180
H -13.608 -0.036 -12.785 0.630 0.017 0.386
H -11.999 -0.726 -12.364 -0.593 0.346 0.712
H -12.158 0.952 -12.763 -0.273 0.180 0.735
```
Forces are in eV/Å.

Results
Kohn-Sham gap: 0.4081 hartree
HOMO energy: -10.63 eV
SMILES string: ClC(Cl)Cl.ClC(Cl)Cl.CC#N.CC#N.CC#N.CC#N.CC#N.CC#N
E_tot: -98915.0087 eV
Net charge: 0
LUMO: 0.47 eV

Mulliken atomic charge list, values in e, 4 entries:
1. Cl -0.14
2. C 0.49
3. Cl -0.11
4. Cl -0.15

No. 2
C25H37BBrF2N3O5 | wB97M-V/def2-TZVPD

XYZ file:
```
74
Properties=species:S:1:pos:R:3:forces:R:3
C -2.628 2.743 1.528 0.345 -0.373 -0.578
C -3.191 1.733 1.174 0.348 -0.623 -0.175
C -3.767 0.409 0.706 -0.073 0.821 0.937
C -3.448 -0.761 1.710 0.516 0.850 0.355
C -2.318 -1.734 1.237 -1.112 -0.425 1.355
N -1.276 -1.092 0.419 0.321 0.059 -0.244
C -1.126 -1.361 -0.905 -0.099 0.235 -1.286
C -1.996 -2.392 -1.666 1.209 0.317 0.293
C -1.150 -3.711 -1.806 -0.571 -0.578 -0.633
C -1.428 -4.797 -0.728 0.379 0.059 0.248
C -0.600 -4.635 0.584 -0.217 -0.686 0.273
O 0.631 -3.940 0.388 -0.401 -0.307 0.388
C 1.504 -4.144 1.513 0.268 0.528 -0.195
C -0.150 -0.705 -1.669 0.632 0.802 0.825
C 0.752 0.239 -1.081 -0.751 -0.188 1.974
N 1.740 0.915 -1.795 -1.070 -2.032 -0.529
C 2.613 0.168 -2.363 1.197 0.382 -0.898
C 2.935 -1.295 -2.019 -0.702 -0.241 -0.787
C 3.471 0.813 -3.478 -0.043 0.438 1.614
C 0.562 0.506 0.333 -0.301 -0.377 -0.114
C 1.437 1.536 1.083 -0.804 0.655 -0.367
Br 3.208 0.713 1.490 -0.431 0.023 -0.106
C 1.534 2.915 0.331 1.204 0.102 -1.052
C 2.965 3.244 -0.216 0.195 0.461 -0.028
C -0.454 -0.183 1.043 1.080 1.419 -0.529
N -0.673 0.088 2.419 0.389 -0.600 -0.305
C 0.386 -0.465 3.311 -0.360 -0.670 0.698
C -0.174 -1.703 4.095 -0.512 0.279 -1.052
H -1.977 3.610 1.635 -0.810 -0.435 0.045
H -3.360 0.187 -0.298 -0.460 0.223 0.353
H -4.866 0.552 0.671 0.632 -0.232 -0.339
H -4.373 -1.302 1.983 0.569 -0.024 -0.416
H -3.080 -0.288 2.645 -0.365 -0.334 -0.587
H -2.798 -2.605 0.760 0.714 0.588 -0.288
H -1.816 -2.133 2.142 -0.326 0.283 -0.647
H -2.988 -2.542 -1.205 0.540 -0.019 -0.362
H -2.122 -1.969 -2.684 -0.124 -0.206 0.679
H -1.400 -4.166 -2.793 0.026 0.326 0.645
H -0.069 -3.465 -1.875 -0.684 -0.150 0.258
H -2.517 -4.815 -0.492 0.694 0.076 -0.035
H -1.208 -5.817 -1.114 -0.015 0.805 -0.064
H -1.180 -4.142 1.397 0.251 -0.148 -0.478
H -0.356 -5.658 0.963 -0.287 0.577 -0.221
H 2.357 -4.781 1.202 -0.488 0.191 0.274
H 0.964 -4.600 2.371 0.424 0.290 -0.492
H 1.903 -3.146 1.803 -0.207 -0.664 -0.035
H -0.036 -0.893 -2.747 -0.316 -0.065 0.643
H 2.281 -1.926 -2.672 0.431 0.328 0.405
H 2.693 -1.586 -0.980 0.283 0.357 -0.460
H 3.970 -1.570 -2.312 -0.572 0.395 0.406
H 4.489 0.938 -3.039 -0.432 -0.306 -0.608
H 3.093 1.842 -3.640 0.093 -0.705 -0.212
H 3.495 0.204 -4.398 0.038 0.262 0.494
H 1.012 1.764 2.077 0.368 -0.514 -0.611
H 1.250 3.779 0.960 -0.108 -0.725 -0.050
H 0.856 2.910 -0.549 0.211 -0.013 0.761
H 3.689 3.449 0.603 -0.557 -0.127 -0.425
H 3.396 2.431 -0.827 -0.355 0.364 0.352
H 2.941 4.154 -0.857 -0.216 -0.528 0.499
H -0.812 1.083 2.571 -0.163 -0.243 -0.211
H 0.692 0.327 4.027 -0.026 -0.465 -0.565
H 1.245 -0.800 2.699 -0.228 0.461 0.498
H -0.064 -2.590 3.428 0.116 0.334 0.724
H -1.274 -1.552 4.182 0.755 -0.056 0.433
H 0.294 -1.871 5.079 -0.171 0.031 -0.557
B -1.287 5.531 -1.158 -1.106 -0.272 0.578
O -1.368 5.961 -2.574 0.602 0.012 0.232
C -0.176 6.414 -2.935 -1.084 0.116 -1.244
O 0.099 6.838 -4.024 0.215 -0.021 0.151
C 0.765 6.304 -1.763 0.973 -0.043 1.199
O 1.924 6.623 -1.750 -0.064 -0.070 -0.166
O 0.111 5.790 -0.730 0.067 0.030 -0.468
F -1.575 4.149 -1.046 0.201 0.356 0.024
F -2.179 6.274 -0.370 0.326 -0.369 -0.193
```
Forces are in eV/Å.

Results
Kohn-Sham gap: 0.2671 hartree
HOMO energy: -8.48 eV
E_tot: -117388.6441 eV
Net charge: 0
LUMO: -1.22 eV

Mulliken atomic charge list, values in e, 4 entries:
1. C 0.23
2. C -0.70
3. C -0.53
4. C -0.74

No. 3
C35H29CoN3O3S | wB97M-V/def2-TZVPD

XYZ file:
```
72
Properties=species:S:1:pos:R:3:forces:R:3
Co -1.293 0.330 0.233 -0.219 0.538 2.271
C -2.604 -3.108 2.619 -0.156 -0.142 -0.270
O -2.022 -2.074 3.472 0.183 0.202 0.286
C -1.660 -1.102 2.673 -0.182 -0.280 -0.404
N -1.767 -1.289 1.407 0.087 0.532 -0.786
C -2.247 -2.656 1.181 0.006 -0.219 -0.060
C -3.382 -2.763 0.183 0.023 0.145 0.027
C -3.743 -1.712 -0.652 0.122 -0.099 0.142
C -4.757 -1.860 -1.585 -0.047 0.008 -0.056
C -5.421 -3.072 -1.693 -0.030 0.015 -0.004
C -5.074 -4.126 -0.860 -0.002 -0.036 0.025
C -4.061 -3.972 0.073 0.087 0.043 0.027
C -1.134 0.190 3.144 0.073 0.056 0.302
C -0.693 0.551 4.408 -0.071 -0.043 -0.071
C -0.146 1.822 4.558 0.019 -0.041 -0.004
C -0.053 2.688 3.472 -0.020 0.048 -0.101
C -0.538 2.243 2.253 0.102 0.077 0.314
N -1.064 1.034 2.128 -0.165 -0.233 -0.825
C -0.573 2.931 0.950 -0.197 0.001 -0.481
N -1.140 2.343 -0.045 0.362 -0.885 -0.328
C -1.103 3.255 -1.201 0.063 0.107 -0.201
C -0.248 4.429 -0.655 -0.077 0.010 -0.413
O -0.060 4.116 0.756 -0.054 0.077 0.418
C -0.587 2.618 -2.479 0.030 -0.013 0.108
C -0.003 3.424 -3.451 0.007 -0.078 0.117
C 0.439 2.876 -4.646 0.050 0.104 -0.035
C 0.290 1.521 -4.894 0.030 0.001 0.000
C -0.309 0.711 -3.940 -0.016 -0.047 -0.048
C -0.748 1.262 -2.748 -0.047 0.136 0.104
H -3.681 -3.107 2.787 0.037 0.032 0.060
H -2.179 -4.062 2.911 0.039 0.038 0.026
H -1.399 -3.231 0.792 -0.013 0.001 0.071
H -3.239 -0.750 -0.574 -0.063 0.077 -0.025
H -5.036 -1.032 -2.224 0.025 0.001 0.004
H -6.211 -3.194 -2.421 -0.002 0.004 0.003
H -5.593 -5.072 -0.937 0.001 0.003 -0.002
H -3.789 -4.802 0.716 -0.033 -0.041 -0.029
H -0.770 -0.144 5.233 0.020 0.028 0.017
H 0.223 2.134 5.526 -0.027 0.018 0.000
H 0.380 3.675 3.566 -0.006 -0.006 0.007
H -2.128 3.591 -1.389 0.018 -0.004 0.098
H -0.745 5.392 -0.718 0.011 -0.003 0.068
H 0.736 4.488 -1.117 0.022 -0.048 0.102
H 0.095 4.490 -3.285 0.050 0.002 -0.046
H 0.901 3.517 -5.385 -0.039 -0.011 -0.026
H 0.622 1.100 -5.833 0.022 -0.010 0.008
H -0.446 -0.344 -4.139 -0.026 0.004 0.039
H -1.268 0.616 -2.043 -0.019 -0.075 -0.009
O 0.584 -0.242 0.012 -0.037 -0.094 -0.289
S 1.754 -0.120 0.991 0.421 -0.113 -0.374
C 2.906 0.915 0.095 -0.239 -0.031 0.243
C 2.968 0.826 -1.288 0.003 -0.033 -0.090
C 3.751 1.737 -1.976 -0.018 -0.049 0.001
C 4.458 2.713 -1.282 0.042 0.017 0.035
C 4.401 2.777 0.104 0.051 0.026 -0.035
C 3.610 1.877 0.804 -0.041 -0.053 0.058
C 2.515 -1.739 0.942 -0.132 0.224 0.151
C 2.218 -2.626 -0.079 -0.046 0.011 -0.103
C 2.811 -3.879 -0.060 0.002 0.017 -0.004
C 3.675 -4.228 0.971 0.004 0.007 -0.021
C 3.953 -3.329 1.992 0.032 -0.032 -0.009
C 3.364 -2.074 1.988 0.029 0.064 0.006
H 2.405 0.066 -1.814 -0.033 0.032 -0.016
H 3.813 1.684 -3.054 -0.004 0.005 -0.003
H 5.062 3.427 -1.826 0.015 -0.016 0.003
H 4.967 3.529 0.637 -0.012 -0.001 0.005
H 3.548 1.920 1.886 -0.018 0.028 -0.009
H 1.533 -2.343 -0.868 0.013 0.006 0.009
H 2.601 -4.582 -0.855 0.001 -0.011 0.013
H 4.134 -5.207 0.977 0.003 0.005 0.008
H 4.624 -3.608 2.792 -0.008 0.012 0.005
H 3.570 -1.367 2.783 -0.005 -0.014 0.001
```
Forces are in eV/Å.

Results
Kohn-Sham gap (spin up / spin down): 0.2678 / 0.2742 hartree
HOMO energy (spin up / spin down): -14.13 / -14.13 eV
E_tot: -95826.7557 eV
Net charge: +2
2S+1: 2
LUMO (spin up / spin down): -6.84 / -6.67 eV

Mulliken atomic charge list, values in e, 4 entries:
1. Co -0.25
2. C -0.54
3. O -0.44
4. C 0.22

Among the records above, which one has the lowest E_tot?
C25H37BBrF2N3O5

Number 3 is which compound?
C35H29CoN3O3S